(1)
This record from the Open Molecules 2025 dataset describes 7 unconnected molecules or ions with the total composition C28H77N7O7. The level of theory is ωB97M-V/def2-TZVPD.

## Properties
orbital gap	9.46	eV
2S+1	1
LUMO	0.0144	hartree
HOMO	-9.1	eV
SMILES string	COC[C@H](C)N.COC[C@H](C)N.COC[C@H](C)N.COC[C@H](C)N.COC[C@H](C)N.COC[C@H](C)N.COC[C@H](C)N

Last column: Löwdin charge in e.
CARTESIAN COORDINATES (ANGSTROEM)
C (3.793, -1.680, -9.960)  -0.070
C (3.428, -3.133, -9.835)  -0.437
C (2.008, -3.511, -10.311)  -0.218
O (1.190, -2.843, -9.383)  -0.168
C (-0.158, -3.110, -9.673)  -0.128
N (4.421, -3.964, -10.554)  0.020
H (3.665, -1.200, -10.930)  0.085
H (4.802, -1.589, -9.556)  0.076
H (3.139, -1.231, -9.212)  0.074
H (3.442, -3.431, -8.787)  0.138
H (1.903, -4.595, -10.350)  0.124
H (1.958, -3.153, -11.339)  0.126
H (-0.679, -2.789, -8.770)  0.091
H (-0.407, -4.157, -9.843)  0.081
H (-0.622, -2.691, -10.566)  0.086
H (5.337, -3.713, -10.210)  0.056
H (4.524, -3.770, -11.540)  0.064
C (-6.764, -5.181, 5.245)  -0.063
C (-6.772, -6.648, 4.802)  -0.450
C (-6.178, -6.690, 3.414)  -0.236
O (-7.120, -6.244, 2.478)  -0.180
C (-6.578, -5.494, 1.444)  -0.117
N (-5.971, -7.368, 5.770)  0.023
H (-5.744, -4.870, 5.470)  0.078
H (-7.266, -5.029, 6.201)  0.073
H (-7.122, -4.551, 4.431)  0.077
H (-7.771, -7.082, 4.835)  0.137
H (-5.821, -7.691, 3.168)  0.124
H (-5.260, -6.111, 3.513)  0.123
H (-7.454, -5.113, 0.918)  0.095
H (-5.962, -6.148, 0.826)  0.088
H (-5.926, -4.708, 1.826)  0.086
H (-6.200, -7.252, 6.746)  0.071
H (-6.228, -8.333, 5.619)  0.068
C (-3.450, 5.478, -5.684)  -0.070
C (-2.480, 4.467, -6.308)  -0.444
C (-1.017, 4.775, -6.059)  -0.182
O (-0.689, 6.057, -6.692)  -0.184
C (0.535, 6.579, -6.266)  -0.139
N (-2.909, 3.163, -5.750)  0.032
H (-3.290, 5.645, -4.619)  0.080
H (-4.457, 5.129, -5.913)  0.079
H (-3.322, 6.424, -6.209)  0.073
H (-2.704, 4.489, -7.375)  0.135
H (-0.410, 4.028, -6.571)  0.119
H (-0.800, 4.637, -5.000)  0.125
H (0.501, 7.001, -5.261)  0.083
H (0.774, 7.452, -6.873)  0.085
H (1.334, 5.843, -6.352)  0.085
H (-2.195, 2.454, -5.834)  0.062
H (-2.995, 3.359, -4.763)  0.059
C (2.926, 4.386, 3.428)  -0.069
C (2.864, 4.587, 4.935)  -0.462
C (3.298, 3.404, 5.769)  -0.224
O (2.730, 2.205, 5.341)  -0.200
C (3.022, 1.128, 6.208)  -0.106
N (3.757, 5.635, 5.245)  0.024
H (3.942, 4.074, 3.188)  0.078
H (2.685, 5.219, 2.768)  0.079
H (2.355, 3.517, 3.101)  0.071
H (1.830, 4.860, 5.149)  0.143
H (3.032, 3.498, 6.822)  0.127
H (4.368, 3.198, 5.752)  0.124
H (2.558, 1.164, 7.194)  0.090
H (4.099, 0.962, 6.210)  0.088
H (2.559, 0.305, 5.663)  0.089
H (4.661, 5.293, 4.950)  0.071
H (3.556, 6.433, 4.660)  0.076
C (-4.165, 2.438, 8.654)  -0.060
C (-5.582, 1.846, 8.809)  -0.433
C (-5.724, 0.992, 10.100)  -0.176
O (-5.479, 1.779, 11.306)  -0.205
C (-5.347, 1.004, 12.479)  -0.116
N (-6.608, 2.873, 8.701)  0.029
H (-3.386, 1.682, 8.754)  0.071
H (-3.877, 3.254, 9.318)  0.077
H (-3.987, 2.794, 7.640)  0.071
H (-5.863, 1.260, 7.934)  0.130
H (-4.942, 0.237, 10.021)  0.113
H (-6.696, 0.500, 10.124)  0.117
H (-6.237, 0.380, 12.545)  0.081
H (-5.375, 1.659, 13.351)  0.087
H (-4.443, 0.395, 12.443)  0.086
H (-6.339, 3.457, 9.481)  0.063
H (-7.479, 2.427, 8.949)  0.066
C (1.552, -3.185, -1.727)  -0.061
C (0.619, -1.950, -1.827)  -0.415
C (0.328, -1.047, -0.598)  -0.151
O (-0.630, -1.711, 0.288)  -0.230
C (-1.490, -0.918, 1.045)  -0.127
N (1.081, -1.149, -2.961)  0.019
H (2.386, -2.811, -1.132)  0.071
H (1.828, -3.692, -2.651)  0.074
H (1.125, -3.955, -1.085)  0.069
H (-0.391, -2.342, -1.946)  0.129
H (-0.073, -0.079, -0.899)  0.116
H (1.216, -0.933, 0.023)  0.117
H (-0.902, -0.138, 1.529)  0.083
H (-2.042, -1.502, 1.783)  0.087
H (-2.167, -0.506, 0.297)  0.086
H (0.934, -1.643, -3.829)  0.066
H (2.084, -1.032, -2.946)  0.066
C (7.332, 1.601, -3.930)  -0.075
C (7.890, 0.451, -3.090)  -0.445
C (7.611, 0.799, -1.622)  -0.264
O (7.981, -0.213, -0.777)  -0.177
C (7.529, -0.058, 0.633)  -0.052
N (7.216, -0.767, -3.414)  0.028
H (6.244, 1.604, -3.994)  0.077
H (7.648, 1.576, -4.973)  0.072
H (7.584, 2.575, -3.511)  0.072
H (8.938, 0.283, -3.339)  0.135
H (6.562, 1.069, -1.500)  0.127
H (8.155, 1.706, -1.354)  0.123
H (6.464, 0.139, 0.756)  0.082
H (8.134, 0.639, 1.213)  0.080
H (7.623, -0.970, 1.222)  0.076
H (7.354, -1.178, -4.326)  0.077
H (7.532, -1.420, -2.711)  0.066

=====

(2)
This record from the Open Molecules 2025 dataset describes a molecular structure, C32H31CeN10O2S3. The level of theory is ωB97M-V/def2-TZVPD.

## Properties
orbital gap (alpha / beta)	4.54 / 4.54	eV
2S+1	1
charge	+3
LUMO (alpha / beta)	-0.3959 / -0.3959	hartree
HOMO (alpha / beta)	-15.3 / -15.3	eV

Last column: Löwdin charge in e.
CARTESIAN COORDINATES (ANGSTROEM)
Ce (0.043, -0.303, -0.164)  1.438
O (1.442, 2.544, 4.588)  0.097
C (2.488, 1.766, 4.253)  -0.238
C (3.533, 1.694, 5.165)  0.023
C (4.641, 0.921, 4.901)  -0.016
C (4.749, 0.186, 3.714)  -0.058
C (3.734, 0.246, 2.809)  -0.022
C (2.574, 1.032, 3.052)  -0.085
C (1.530, 1.050, 2.063)  -0.346
O (1.728, 0.282, 0.945)  -0.233
N (0.418, 1.703, 2.227)  0.034
N (-0.530, 1.593, 1.201)  -0.205
C (-1.586, 2.349, 1.413)  -0.910
S (-2.887, 2.345, 0.273)  0.998
C (-4.047, 3.218, 1.367)  -0.447
C (-3.232, 4.203, 2.183)  -0.445
S (-1.743, 3.352, 2.782)  1.075
H (0.789, 2.532, 3.872)  0.044
H (3.444, 2.269, 6.077)  0.138
H (5.446, 0.881, 5.623)  0.127
H (5.625, -0.413, 3.518)  0.119
H (3.811, -0.311, 1.885)  0.112
H (-4.559, 2.490, 1.994)  0.093
H (-4.773, 3.722, 0.731)  0.101
H (-3.783, 4.544, 3.059)  0.103
H (-2.919, 5.068, 1.600)  0.097
S (2.301, -3.456, -7.161)  1.143
N (3.044, -2.388, -6.217)  -0.182
C (2.258, -2.203, -5.164)  -0.298
C (2.545, -1.330, -4.041)  -0.049
C (3.725, -0.584, -3.938)  0.074
C (3.918, 0.218, -2.836)  0.022
C (2.925, 0.267, -1.863)  -0.074
N (1.794, -0.441, -1.941)  0.000
C (1.600, -1.241, -3.024)  -0.118
C (0.367, -2.024, -3.076)  -0.120
N (-0.488, -1.918, -2.030)  -0.027
C (-1.615, -2.632, -2.040)  -0.103
C (-1.968, -3.480, -3.081)  0.013
C (-1.105, -3.596, -4.151)  0.075
C (0.086, -2.863, -4.155)  -0.047
C (1.064, -2.941, -5.223)  -0.301
N (0.951, -3.681, -6.319)  -0.184
H (4.467, -0.658, -4.724)  0.144
H (4.817, 0.803, -2.713)  0.135
H (3.055, 0.878, -0.979)  0.121
H (-2.276, -2.524, -1.183)  0.121
H (-2.895, -4.034, -3.038)  0.133
H (-1.326, -4.247, -4.988)  0.145
C (-1.030, -2.671, 4.079)  -0.010
C (-1.692, -1.849, 2.981)  -0.580
C (-2.755, -2.642, 2.237)  -0.018
C (-2.256, -0.545, 3.523)  -0.015
N (-0.631, -1.422, 1.983)  -0.135
N (0.135, -2.441, 1.323)  0.035
H (-1.750, -2.856, 4.877)  0.112
H (-0.186, -2.141, 4.526)  0.102
H (-0.693, -3.647, 3.725)  0.092
H (-3.572, -2.879, 2.918)  0.113
H (-2.390, -3.602, 1.864)  0.089
H (-3.179, -2.064, 1.410)  0.087
H (-3.020, -0.764, 4.267)  0.114
H (-2.716, 0.046, 2.728)  0.075
H (-1.484, 0.056, 4.010)  0.097
H (0.051, -0.871, 2.514)  0.107
H (-0.496, -3.202, 1.080)  0.108
H (0.867, -2.820, 1.924)  0.140
N (-2.383, 4.987, -5.511)  0.240
C (-2.038, 4.190, -4.760)  -0.133
C (-1.610, 3.195, -3.818)  -0.166
C (-2.333, 2.014, -3.666)  0.039
C (-1.895, 1.091, -2.741)  -0.122
N (-0.802, 1.286, -1.988)  -0.077
C (-0.103, 2.421, -2.149)  -0.099
C (-0.468, 3.401, -3.047)  0.048
H (-3.219, 1.824, -4.256)  0.144
H (-2.437, 0.163, -2.599)  0.121
H (0.782, 2.549, -1.534)  0.130
H (0.119, 4.303, -3.146)  0.145

=====

(3)
This record from the Open Molecules 2025 dataset describes C2H5N3S in the gas phase. The level of theory is ωB97M-V/def2-TZVPD.

## Properties
orbital gap	9.21	eV
2S+1	1
LUMO	0.0258	hartree
HOMO	-8.5	eV
SMILES string	C=NNC(N)=S

Last column: Löwdin charge in e.
CARTESIAN COORDINATES (ANGSTROEM)
C (0.691, -0.463, -0.188)  -0.865
C (-1.688, 0.415, 1.362)  -0.048
H (2.419, -1.024, -1.194)  0.068
H (1.730, 0.369, -1.809)  0.090
H (-0.371, 0.715, -1.463)  0.130
H (-0.884, -0.032, 1.984)  -0.009
H (-2.615, 0.759, 1.740)  0.049
N (1.626, -0.438, -1.223)  0.055
N (-0.345, 0.379, -0.520)  -0.062
N (-1.509, 0.654, 0.110)  -0.037
S (0.945, -1.335, 1.201)  0.629

=====

Maximum force? In order: 0.0674; 0.0231; 0.0446 hartree/bohr.
Relative energy (zero: lowest compared OMol25 entry of this formula, charge and spin)? In order: 404.8; 0.0; 170.1 kJ/mol.